(1)
# C2H5NO4

2 unconnected molecules or ions with the total composition C2H5NO4 at a distorted geometry (ωB97M-V/def2-TZVPD, OMol25).

Results
Net charge: -1
Gap between HOMO and LUMO (spin up / spin down) in Eh: 0.146 / 0.320
Energy relative to the best compared isomer or geometry (same formula, charge and spin) in kJ/mol: 85.73
Multiplicity: 2
Energy in hartree: -434.91931
HOMO energy (spin up / spin down) in eV: 0.12 / -4.84

Geometry (Å):
O: 1.4718 -1.0016 -1.2292
C: 0.4618 -0.3615 -1.6628
N: -0.1872 0.6240 -0.8986
C: 0.4210 1.1113 0.3317
O: 1.2645 0.0985 0.8865
O: -0.0714 1.9331 0.9839
H: 0.1360 -0.6378 -2.6962
H: -0.9147 1.2096 -1.2937
H: 1.7381 -0.2232 0.0785
H: -1.7212 -1.9145 1.2626
H: -2.9100 -0.9430 1.5516
O: -2.7042 -1.8247 1.2806

***

(2)
# C4H4OS2

A single C4H4OS2 molecule at a distorted geometry (ωB97M-V/def2-TZVPD, OMol25).

Results
Net charge: 0
Gap between HOMO and LUMO in Eh: 0.296
Energy relative to the best compared isomer or geometry (same formula, charge and spin) in kJ/mol: 160.52
Energy in hartree: -1026.35343
HOMO energy in eV: -9.02
SMILES: O=CC(C=S)C=S

Geometry (Å):
O: 0.0928 2.2728 -0.6505
C: 0.6146 1.3390 -0.0850
C: 0.0019 -0.0339 0.3145
C: -1.4698 -0.0499 0.1299
S: -2.3626 -1.2928 -0.3651
C: 0.8043 -1.1419 -0.3009
S: 2.4083 -1.3302 -0.2485
H: 1.6996 1.3241 0.1294
H: 0.1317 -0.0359 1.4083
H: -2.0900 0.7094 0.6206
H: 0.1692 -1.7607 -0.9528

***

(3)
# C32H53Cl14NOS2Si2

A molecular structure, C32H53Cl14NOS2Si2 at a distorted geometry (ωB97M-V/def2-TZVPD, OMol25).

Results
Net charge: 0
Gap between HOMO and LUMO in Eh: 0.287
Energy in hartree: -9199.12692
HOMO energy in eV: -7.51

Geometry (Å):
C: 6.2515 -3.9953 -1.0121
C: 6.4678 -2.7849 -0.0049
Si: 5.5613 -1.2348 -0.6315
O: 5.8097 0.1093 0.4243
Si: 4.7516 1.3917 -0.0158
C: 2.8958 0.8874 0.1058
C: 2.0805 2.0044 0.9111
C: 0.7995 1.4145 1.6228
S: -0.7814 1.7951 0.7547
C: -1.8289 0.2864 0.9045
S: -1.9717 -0.3503 2.4376
N: -2.5264 -0.3119 -0.2048
C: -3.1060 -1.6143 0.1125
C: -4.5698 -1.6723 0.2195
C: -5.3254 -2.8841 0.4864
C: -4.5853 -4.1396 0.6613
C: -3.1334 -4.0879 0.5655
C: -2.3707 -2.8587 0.2913
C: -1.7144 -0.4249 -1.4118
C: -2.4448 -0.3640 -2.6923
C: -1.7928 -0.4911 -3.9869
C: -0.3389 -0.6724 -4.0283
C: 0.3941 -0.7582 -2.7563
C: -0.2731 -0.6360 -1.4591
H: 7.1818 -4.6195 -1.1185
H: 5.9650 -3.5964 -2.0270
H: 5.4067 -4.6130 -0.6018
H: 6.0150 -3.0181 1.0035
H: 7.5543 -2.5411 0.1592
H: 4.1168 -1.5497 -0.7107
H: 5.9975 -0.8264 -1.9717
H: 5.0997 1.9050 -1.3610
H: 4.9004 2.5469 0.8994
H: 2.4791 0.7000 -0.9159
H: 2.8918 -0.0267 0.7687
H: 2.7784 2.3247 1.7416
H: 1.8916 2.9067 0.2801
H: 0.9368 0.3035 1.6931
H: 0.7503 1.8881 2.6422
H: -5.1437 -0.7276 0.0571
H: -6.4395 -2.8224 0.5164
H: -5.1424 -5.0668 0.8554
H: -2.5890 -5.0616 0.6773
H: -1.2629 -2.8851 0.1976
H: -3.5584 -0.2361 -2.6571
H: -2.3973 -0.4338 -4.9202
H: 0.1781 -0.7395 -5.0179
H: 1.4999 -0.9085 -2.8476
H: 0.3193 -0.7204 -0.5212
Cl: -0.6645 2.5149 -3.1093
C: -0.0221 4.1504 -3.3792
C: 0.9988 4.5369 -2.3397
Cl: 0.2650 4.7683 -0.7331
H: -0.8582 4.8410 -3.3941
H: 0.4370 4.1516 -4.3695
H: 1.4623 5.4809 -2.6149
H: 1.7854 3.7867 -2.2474
Cl: -5.6405 -5.8164 -0.9290
C: -6.7119 -7.0325 -1.6789
C: -8.1475 -6.8758 -1.2327
Cl: -8.3697 -7.3019 0.4840
H: -6.3222 -8.0220 -1.4369
H: -6.6429 -6.8951 -2.7593
H: -8.7891 -7.5424 -1.8101
H: -8.5019 -5.8552 -1.3756
Cl: -0.4564 7.2444 -3.5270
C: -2.0717 7.9987 -3.5494
C: -2.1967 9.1074 -2.5295
Cl: -2.1825 8.4889 -0.8605
H: -2.8121 7.2163 -3.3835
H: -2.2201 8.3995 -4.5528
H: -3.1441 9.6298 -2.6666
H: -1.3905 9.8342 -2.6278
Cl: -0.7437 -1.1954 5.5764
C: 0.2341 -0.1469 6.6303
C: 1.0716 0.8293 5.8352
Cl: 2.3759 0.0182 4.9290
H: 0.8515 -0.7834 7.2638
H: -0.4606 0.3981 7.2704
H: 1.5503 1.5419 6.5086
H: 0.4646 1.3893 5.1236
Cl: 6.5189 0.8038 8.3152
C: 5.8763 1.0078 6.6654
C: 5.6705 2.4622 6.3092
Cl: 4.3396 3.2006 7.2362
H: 4.9471 0.4431 6.5919
H: 6.6017 0.5600 5.9852
H: 5.4086 2.5504 5.2542
H: 6.5710 3.0495 6.4857
Cl: -6.4686 -11.1626 -0.3183
C: -5.3872 -11.2780 1.0939
C: -5.4439 -10.0391 1.9580
Cl: -4.7256 -8.6251 1.1503
H: -4.3772 -11.4670 0.7315
H: -5.7102 -12.1459 1.6700
H: -4.8779 -10.2018 2.8760
H: -6.4686 -9.7877 2.2312
Cl: 3.0254 7.3737 -2.9111
C: 2.8122 8.9016 -3.8017
C: 3.6853 8.9711 -5.0337
Cl: 5.4141 9.1077 -4.6273
H: 3.0201 9.7233 -3.1167
H: 1.7612 8.9558 -4.0888
H: 3.4269 9.8537 -5.6199
H: 3.5551 8.0932 -5.6660

***

(4)
# C5H14CuN6O16

A molecular structure, C5H14CuN6O16 at a distorted geometry (ωB97M-V/def2-TZVPD, OMol25).

Results
Net charge: -2
Gap between HOMO and LUMO (spin up / spin down) in Eh: 0.199 / 0.198
Energy relative to the best compared isomer or geometry (same formula, charge and spin) in kJ/mol: 114.18
Multiplicity: 2
Energy in hartree: -3371.16523
HOMO energy (spin up / spin down) in eV: -2.42 / -2.38

Geometry (Å):
Cu: 11.3573 -4.4077 20.7790
C: 14.2872 -6.5175 22.7858
N: 13.7661 -7.9294 22.5788
C: 13.7183 -8.3330 21.1221
C: 14.6543 -8.8903 23.3219
C: 12.4039 -8.0231 23.2792
C: 11.4656 -6.8901 22.9382
O: 11.3504 -6.6049 21.5762
H: 15.3127 -6.4412 22.4368
H: 14.1745 -6.2615 23.8357
H: 13.6155 -5.9164 22.1716
H: 13.1536 -9.2628 21.1354
H: 14.7413 -8.5100 20.8015
H: 13.2414 -7.5212 20.5750
H: 14.2238 -9.8900 23.2868
H: 14.8116 -8.5524 24.3430
H: 15.6353 -8.9676 22.8537
H: 12.6804 -8.0732 24.3318
H: 11.9581 -8.9977 23.0676
H: 11.7027 -6.0284 23.5586
H: 10.4846 -7.2576 23.2570
H: 11.1149 -7.3808 21.0563
N: 10.5588 -2.9896 23.6751
O: 9.4940 -2.4324 23.3981
O: 11.2490 -3.5625 22.7929
O: 10.9628 -2.9738 24.8666
N: 8.2733 -5.1850 21.4556
O: 9.3381 -4.7861 20.8878
O: 8.3938 -5.7777 22.5506
O: 7.1884 -5.0236 20.9012
N: 10.7233 -2.0946 18.7429
O: 11.4085 -2.6865 17.8869
O: 10.8692 -2.3889 19.9679
O: 10.0351 -1.1106 18.3883
N: 12.1444 -6.4620 18.1383
O: 11.1805 -6.9977 17.5564
O: 13.3209 -6.8220 17.9590
O: 11.8824 -5.5385 18.9643
N: 14.2585 -3.1844 21.5526
O: 13.4098 -3.8153 20.8315
O: 14.3820 -1.9839 21.3450
O: 14.9687 -3.7841 22.3745

***

What is the formula in the third record? C32H53Cl14NOS2Si2

***

Copy entry 2 word for word.
# C4H4OS2

A single C4H4OS2 molecule at a distorted geometry (ωB97M-V/def2-TZVPD, OMol25).

Results
Net charge: 0
Gap between HOMO and LUMO in Eh: 0.296
Energy relative to the best compared isomer or geometry (same formula, charge and spin) in kJ/mol: 160.52
Energy in hartree: -1026.35343
HOMO energy in eV: -9.02
SMILES: O=CC(C=S)C=S

Geometry (Å):
O: 0.0928 2.2728 -0.6505
C: 0.6146 1.3390 -0.0850
C: 0.0019 -0.0339 0.3145
C: -1.4698 -0.0499 0.1299
S: -2.3626 -1.2928 -0.3651
C: 0.8043 -1.1419 -0.3009
S: 2.4083 -1.3302 -0.2485
H: 1.6996 1.3241 0.1294
H: 0.1317 -0.0359 1.4083
H: -2.0900 0.7094 0.6206
H: 0.1692 -1.7607 -0.9528

***

Which formula does entry 2 have? C4H4OS2

***

The lowest net charge belongs to which entry? C5H14CuN6O16